Entry 1:
C24H56N8O8Pb | the ωB97M-V functional and the def2-TZVPD basis

The geometry in XYZ format:
```
97
Properties=species:S:1:pos:R:3:mulliken_charge:R:1
Pb 0.28768 -0.19146 -0.00444 5.404
C -1.14957 1.36576 4.12143 -1.589
C 0.21528 1.27850 3.43680 0.454
O 0.36680 0.83488 2.27914 -0.458
N 1.28897 1.63391 4.21689 -0.150
C 2.71845 1.42535 3.86952 -0.737
H -1.97421 1.01839 3.49899 0.043
H -1.41025 2.42224 4.18464 0.424
H -1.10666 0.78145 5.04059 0.564
H 1.05870 1.82604 5.18134 0.297
H 2.86302 0.38066 3.59420 0.194
H 3.15796 1.66102 4.83874 0.398
H 3.11341 2.10454 3.11400 0.195
C 4.43948 -1.91007 1.81755 -1.510
C 3.51533 -1.10021 0.91244 0.384
O 2.31581 -1.10753 1.11123 -0.676
N 4.04202 -0.36627 -0.04201 0.625
C 5.35278 -0.21931 -0.69257 -1.150
H 5.15479 -2.50846 1.25332 0.453
H 3.73152 -2.60413 2.27051 0.268
H 4.80734 -1.13982 2.49542 0.349
H 3.31194 0.13764 -0.52488 -0.402
H 5.46364 0.64665 -1.34520 0.313
H 5.74083 -1.10718 -1.19179 0.375
H 6.13919 0.00929 0.02674 0.409
C -2.34096 3.55116 1.52335 -1.250
C -2.27977 2.32637 0.57007 0.618
O -1.25721 1.83363 0.11761 -0.558
N -3.41559 1.76166 0.17165 0.244
C -4.71406 2.28368 0.43124 -1.296
H -3.17043 3.52867 2.23014 0.440
H -2.33707 4.54267 1.07059 0.348
H -1.37949 3.41618 2.01879 0.051
H -3.42567 0.89656 -0.34951 -0.286
H -5.24246 1.58940 1.08461 0.369
H -5.34449 2.20789 -0.45473 0.356
H -4.93470 3.25717 0.86910 0.454
C 1.12170 -4.52006 0.17219 -0.986
C 0.70602 -3.65869 -0.96266 0.535
O 0.23975 -2.57298 -0.70572 -0.624
N 1.02089 -4.10493 -2.19190 -0.120
C 0.71810 -3.39082 -3.34527 -0.702
H 0.27852 -5.14670 0.46282 0.267
H 1.34381 -3.82367 0.98077 -0.156
H 2.05010 -5.01533 -0.11222 0.480
H 1.47423 -5.00018 -2.30636 0.264
H 0.06637 -3.95700 -4.01070 0.415
H 1.53765 -3.05029 -3.97811 0.291
H 0.04921 -2.54038 -3.21321 -0.037
C -0.89570 -2.83332 3.40044 -1.285
C -1.74670 -1.92300 2.54770 0.637
O -1.32045 -1.48349 1.46645 -0.934
N -3.04957 -1.86235 2.78843 -0.152
C -4.11805 -1.26861 2.03892 -0.866
H -1.44152 -3.72578 3.70654 0.448
H -0.64671 -2.23249 4.27514 0.344
H -0.05825 -3.30054 2.88228 0.024
H -3.35172 -2.23809 3.67592 0.281
H -3.77835 -0.99594 1.03975 0.080
H -4.51053 -0.40207 2.57104 0.362
H -4.98683 -1.92675 2.05254 0.375
C 3.10531 -0.47171 -3.73397 -1.410
C 1.61680 -0.19269 -3.67003 0.415
O 1.08565 0.04485 -2.56904 -0.481
N 0.88186 -0.06464 -4.80350 -0.152
C -0.51913 0.38305 -4.83173 -0.655
H 3.37102 -1.07773 -2.86781 0.189
H 3.86064 0.29426 -3.90970 0.356
H 3.25322 -1.14377 -4.57928 0.469
H 1.42865 0.09380 -5.63777 0.257
H -1.01446 -0.35316 -5.46479 0.312
H -0.49588 1.37191 -5.28965 0.377
H -0.91750 0.36869 -3.81724 -0.054
C -2.98569 -2.32299 -1.94357 -1.703
C -2.73974 -0.81176 -1.95470 0.445
O -1.67032 -0.48868 -1.52450 -0.455
N -3.60407 0.00765 -2.51263 -0.039
C -5.01150 -0.22754 -2.87059 -1.074
H -4.03754 -2.52033 -1.73674 0.558
H -2.51566 -2.95960 -1.19397 0.126
H -2.79917 -2.84742 -2.88073 0.394
H -3.33114 0.95307 -2.28507 0.485
H -5.35441 -1.25424 -2.99862 0.399
H -5.36333 0.28772 -3.76435 0.376
H -5.62931 0.13584 -2.04939 0.291
C 2.83371 3.83737 -1.14363 -1.516
C 2.02669 2.91921 -0.18538 0.259
O 1.97776 1.72316 -0.31223 -0.285
N 1.44538 3.47996 0.92933 0.533
C 1.55019 4.90229 1.42663 -1.076
H 3.07037 3.21129 -2.00391 0.312
H 3.78099 4.06454 -0.65460 0.350
H 2.28380 4.64033 -1.63450 0.444
H 1.19702 2.82592 1.65778 -0.441
H 1.01950 5.07823 2.36232 0.360
H 1.32738 5.64347 0.65910 0.337
H 2.56857 4.97621 1.80814 0.392
```

Computed properties:
* total charge: +2
* relative energy (zero: lowest compared OMol25 entry of this formula, charge and spin): 0.0000 eV
* E_tot: -59335.8947 eV
* E_HOMO: -13.6 eV

Entry 2:
C24H56O20 | the ωB97M-V functional and the def2-TZVPD basis

The geometry in XYZ format:
```
100
Properties=species:S:1:pos:R:3:mulliken_charge:R:1
C 23.63661 -9.45782 24.44547 -0.743
C 23.98556 -10.91010 24.63732 0.656
C 25.45633 -11.18160 25.04465 0.676
O 25.31931 -11.86612 26.28589 -0.416
C 24.02966 -11.99541 26.64358 0.583
O 23.63155 -12.49286 27.64453 -0.543
O 23.22859 -11.48640 25.68717 -0.439
H 22.62519 -9.32321 24.06632 0.317
H 24.36846 -8.99618 23.78135 -0.052
H 23.70544 -8.99437 25.43589 0.291
H 23.81114 -11.41910 23.68479 0.116
H 25.99144 -10.23877 25.16308 -0.375
H 25.95206 -11.84332 24.34348 -0.089
C 24.38919 -4.54712 20.09258 -0.852
C 25.06640 -3.55001 19.18028 0.590
C 25.38681 -4.09824 17.79720 -0.324
O 25.13283 -2.98073 16.93701 -0.371
C 24.42304 -2.05341 17.60599 0.562
O 24.05252 -1.02634 17.15436 -0.532
O 24.17958 -2.47715 18.87270 -0.443
H 23.52111 -4.93081 19.55388 0.560
H 23.99507 -4.03581 20.97191 0.268
H 25.01529 -5.36907 20.43042 -0.318
H 25.94164 -3.11560 19.67151 0.269
H 24.76150 -4.91654 17.44881 0.297
H 26.43621 -4.39262 17.79948 0.247
C 26.71090 -2.09957 26.05598 -1.468
C 26.26921 -3.23689 25.15179 0.717
C 25.19307 -2.77400 24.15126 -0.582
O 25.60873 -3.36831 22.91807 -0.318
C 26.88401 -3.77575 23.02454 0.415
O 27.52214 -4.26979 22.15839 -0.379
O 27.34204 -3.61331 24.29408 -0.105
H 26.08366 -2.01929 26.94801 0.414
H 26.70428 -1.13663 25.55050 0.375
H 27.69932 -2.30633 26.47061 0.294
H 25.86667 -4.05829 25.74635 0.046
H 25.18247 -1.69048 24.03564 0.417
H 24.20548 -3.15377 24.40520 0.232
C 30.23512 -3.88263 25.78667 -1.207
C 30.98757 -4.91390 24.99459 0.566
C 30.23064 -5.76775 23.94808 1.162
O 31.04670 -5.73069 22.79996 -0.350
C 32.01454 -4.81703 22.93838 0.514
O 32.80171 -4.49894 22.10886 -0.552
O 31.96609 -4.27248 24.16955 -0.409
H 29.41169 -4.31415 26.35896 0.273
H 29.75374 -3.15022 25.13769 0.232
H 30.94444 -3.37081 26.43474 0.449
H 31.49234 -5.63121 25.64907 0.243
H 29.18926 -5.46173 23.83750 -0.844
H 30.17904 -6.80203 24.29274 -0.033
C 23.65451 -5.85314 23.99657 -0.036
O 24.69237 -6.23393 24.90417 -0.375
H 22.87089 -5.27567 24.49538 0.493
H 24.06206 -5.23105 23.20128 -0.321
H 23.13603 -6.70907 23.55890 -0.028
H 24.25523 -6.33923 25.75550 0.203
C 26.37285 -7.34017 21.57445 0.727
O 27.71640 -7.55098 22.02537 -0.412
H 25.68357 -8.13855 21.85927 -0.828
H 26.04938 -6.37335 21.98299 -0.461
H 26.37034 -7.21853 20.49073 0.669
H 27.76974 -7.18536 22.91983 0.213
C 29.70936 -5.47504 19.56247 -0.640
O 28.90500 -6.65210 19.66265 -0.510
H 29.77414 -5.20497 18.51230 0.344
H 29.24423 -4.63629 20.08530 0.106
H 30.67476 -5.69131 20.01649 0.261
H 28.51631 -6.75110 20.55174 0.403
C 28.28655 -9.76379 19.09028 -0.320
O 27.67419 -8.73436 18.32524 -0.535
H 28.40311 -9.44168 20.13225 -0.037
H 27.69102 -10.67220 19.05683 0.221
H 29.31921 -9.95810 18.77996 0.350
H 28.00974 -7.91620 18.74539 0.489
C 27.75343 -7.31999 26.03377 -0.877
O 27.41149 -6.94293 24.71952 0.128
H 27.28633 -8.28403 26.28466 0.137
H 28.81147 -7.56560 26.12543 0.288
H 27.44126 -6.58118 26.77485 0.304
H 26.48630 -6.64499 24.67560 -0.097
C 24.89521 -10.79715 20.22447 -0.092
O 25.12462 -11.55665 21.41511 -0.343
H 25.12095 -9.76520 20.48667 -0.240
H 25.50887 -11.09347 19.37534 0.297
H 23.82936 -10.82640 19.97613 0.332
H 24.82109 -12.45332 21.23789 0.232
C 28.29690 -11.03568 23.08276 -0.559
O 28.69903 -11.46467 24.36788 -0.526
H 27.57686 -11.73804 22.64704 0.337
H 27.81889 -10.05697 23.11228 0.042
H 29.12359 -10.98012 22.36513 0.383
H 28.83675 -12.41347 24.36209 0.297
C 22.56512 -8.57894 20.89963 -0.151
O 22.69523 -7.45121 20.05318 -0.473
H 21.86463 -9.32636 20.52046 0.438
H 23.55773 -8.97864 21.08753 -0.376
H 22.17945 -8.27538 21.88550 0.234
H 21.83078 -7.04798 19.93637 0.277
```

Computed properties:
* relative energy (zero: lowest compared OMol25 entry of this formula, charge and spin): 0.5028 eV
* E_tot: -66744.1647 eV
* E_HOMO: -9.5 eV

> Among the records above, which one has the lowest relative energy (zero: lowest compared OMol25 entry of this formula, charge and spin)?

C24H56N8O8Pb